Entry one
Molecular formula: C4H8O
Method: DFT, ωB97M-V with the def2-TZVPD basis set

## Properties
- SMILES string = CC(C)C=O
- M (g/mol) = 72.1
- E_HOMO (eV) = -9.79
- orbital gap (eV) = 10.85

```
13
Properties=species:S:1:pos:R:3:mulliken_charge:R:1
C 0.072 -0.900 -1.067 -1.356
C 0.064 0.376 -0.216 0.601
C 0.942 0.231 1.026 -1.346
C -1.371 0.657 0.195 -0.108
O -1.973 -0.028 0.989 -0.472
H 1.099 -1.188 -1.316 0.340
H -0.403 -1.716 -0.510 0.337
H -0.474 -0.763 -2.007 0.352
H 0.422 1.217 -0.824 0.271
H 1.010 1.175 1.576 0.349
H 1.958 -0.069 0.750 0.361
H 0.513 -0.522 1.693 0.318
H -1.860 1.529 -0.289 0.354
```

=====

Entry two
Molecular formula: C4H8O
Method: DFT, ωB97M-V with the def2-TZVPD basis set

## Properties
- SMILES string = C1=CCC1.O
- M (g/mol) = 72.1
- E_HOMO (eV) = -9.79
- orbital gap (eV) = 10.80

```
13
Properties=species:S:1:pos:R:3:mulliken_charge:R:1
C 0.189 -1.031 -0.551 -0.590
C -0.797 -0.261 -1.025 -0.274
C -1.279 0.161 0.348 -0.404
C -0.119 -0.727 0.899 -0.401
H 0.948 -1.652 -1.017 0.351
H -1.148 -0.027 -2.026 0.368
H -1.203 1.229 0.580 0.214
H -2.282 -0.183 0.620 0.267
H 0.669 -0.186 1.433 0.216
H -0.445 -1.579 1.505 0.270
O 2.207 1.380 -0.343 -0.660
H 1.813 1.907 0.360 0.306
H 1.449 0.970 -0.783 0.337
```

=====

Entry three
Molecular formula: C4H8O
Method: DFT, ωB97M-V with the def2-TZVPD basis set

## Properties
- M (g/mol) = 72.1
- E_HOMO (eV) = -9.45
- orbital gap (eV) = 10.64

```
13
Properties=species:S:1:pos:R:3:mulliken_charge:R:1
C -1.891 0.001 -0.130 -1.361
C -0.421 0.066 0.364 0.353
C 0.669 1.057 -0.055 -0.512
C 1.491 -0.204 -0.086 -0.314
H -1.864 0.265 -1.194 0.295
H -2.413 0.873 0.312 0.337
H -2.506 -0.812 0.072 0.370
H -0.552 -0.074 1.397 0.230
H 0.394 1.418 -1.068 0.217
H 1.004 1.813 0.587 0.295
H 2.104 -0.314 -0.953 0.310
H 2.023 -0.278 0.980 0.215
O 0.341 -1.052 -0.086 -0.434
```

=====

Entry four
Molecular formula: C4H8O
Method: DFT, ωB97M-V with the def2-TZVPD basis set

## Properties
- M (g/mol) = 72.1
- E_HOMO (eV) = -8.06
- orbital gap (eV) = 9.05

```
13
Properties=species:S:1:pos:R:3:mulliken_charge:R:1
O 2.169 -0.156 -0.774 -0.587
C 1.067 0.265 0.594 -0.421
C -0.110 0.014 -0.159 -0.024
C -1.380 0.775 -0.262 -0.585
C -1.377 -0.670 0.208 -0.611
H 2.531 -1.050 -0.636 0.346
H 1.426 1.281 0.743 0.226
H 1.414 -0.446 1.345 0.270
H 1.056 -0.268 -1.094 0.483
H -1.614 1.532 0.486 0.243
H -1.784 0.995 -1.248 0.206
H -1.614 -0.846 1.257 0.246
H -1.783 -1.426 -0.461 0.209
```

=====

The least stable of them is entry four.